i.
Here is a cluster of 9 separate species, C46H118N8O15 in total from the Open Molecules 2025 dataset. Energies are from ωB97M-V/def2-TZVPD.

Computed properties:
frontier orbital gap	8.651	eV
SMILES string	COC[C@H](C)N.COC[C@H](C)N.COCCNCCOC.COCCNCCOC.COCCNCCOC.COCCNCCOC.COCCNCCOC.COCCNCCOC.CCO
spin multiplicity	1
HOMO energy	-8.6	eV

Last column: Löwdin charge in e.
Element x y z (Å)
C: 0.395 -1.824 0.620  -0.08
C: 0.469 -0.296 0.435  -0.34
O: -0.739 0.133 -0.085  -0.08
H: 1.348 -2.278 0.893  0.07
H: 0.090 -2.392 -0.259  0.07
H: -0.432 -1.928 1.321  0.07
H: 1.274 0.001 -0.237  0.10
H: 0.634 0.171 1.406  0.11
H: -1.210 0.777 0.449  0.09
C: 5.357 -6.655 -0.977  -0.11
O: 6.345 -6.051 -1.834  -0.15
C: 6.832 -7.005 -2.745  -0.27
C: 8.280 -6.779 -3.017  -0.23
N: 8.598 -5.667 -3.955  -0.04
C: 10.080 -5.507 -4.179  -0.17
C: 10.819 -6.589 -4.988  -0.23
O: 12.106 -6.855 -4.489  -0.21
C: 12.892 -7.837 -5.131  -0.10
H: 5.099 -6.076 -0.090  0.08
H: 5.555 -7.617 -0.505  0.09
H: 4.349 -6.605 -1.391  0.08
H: 6.282 -7.127 -3.678  0.13
H: 6.729 -8.044 -2.432  0.11
H: 8.634 -7.737 -3.397  0.11
H: 8.833 -6.806 -2.078  0.12
H: 8.272 -4.880 -3.413  0.09
H: 10.506 -5.144 -3.244  0.12
H: 10.248 -4.634 -4.810  0.10
H: 11.100 -6.213 -5.972  0.11
H: 10.228 -7.453 -5.292  0.12
H: 13.955 -7.761 -4.901  0.09
H: 12.654 -7.978 -6.185  0.08
H: 12.473 -8.722 -4.651  0.08
C: 2.163 -4.137 5.732  -0.17
O: 1.131 -4.497 4.904  -0.19
C: 0.701 -5.866 5.204  -0.16
C: -0.429 -6.411 4.229  -0.16
N: -1.768 -5.874 4.559  -0.07
C: -2.823 -6.444 3.797  -0.25
C: -2.784 -6.191 2.305  -0.21
O: -1.828 -7.041 1.668  -0.21
C: -1.372 -6.622 0.412  -0.13
H: 1.815 -4.109 6.764  0.08
H: 2.646 -3.181 5.532  0.09
H: 2.913 -4.928 5.739  0.08
H: 0.209 -5.892 6.177  0.12
H: 1.532 -6.562 5.098  0.11
H: -0.492 -7.498 4.268  0.12
H: -0.153 -6.221 3.192  0.10
H: -1.883 -4.872 4.613  0.11
H: -3.808 -6.071 4.079  0.12
H: -2.814 -7.504 4.054  0.12
H: -2.438 -5.158 2.249  0.12
H: -3.737 -6.302 1.789  0.12
H: -0.752 -7.368 -0.085  0.09
H: -0.765 -5.717 0.437  0.07
H: -2.202 -6.267 -0.199  0.08
C: -7.693 5.811 -0.635  -0.07
O: -7.278 4.650 0.127  -0.21
C: -6.277 3.768 -0.376  -0.23
C: -6.643 2.770 -1.490  -0.23
N: -7.805 1.948 -1.180  -0.05
C: -7.229 0.774 -0.524  -0.19
C: -8.257 -0.390 -0.210  -0.22
O: -7.754 -1.316 0.716  -0.19
C: -8.793 -2.230 1.141  -0.11
H: -8.266 6.575 -0.110  0.08
H: -8.282 5.278 -1.381  0.08
H: -6.872 6.390 -1.059  0.08
H: -5.794 3.180 0.404  0.11
H: -5.471 4.402 -0.743  0.11
H: -5.819 2.212 -1.934  0.12
H: -6.949 3.501 -2.239  0.10
H: -8.153 2.472 -0.390  0.09
H: -6.717 1.073 0.390  0.12
H: -6.627 0.327 -1.316  0.11
H: -8.417 -1.031 -1.077  0.12
H: -9.263 -0.071 0.065  0.11
H: -9.485 -2.750 0.479  0.08
H: -9.507 -1.729 1.795  0.08
H: -8.295 -3.092 1.584  0.08
C: 7.734 8.668 5.532  -0.09
O: 6.464 9.283 5.835  -0.21
C: 5.348 8.460 6.222  -0.18
C: 4.043 9.250 6.646  -0.20
N: 2.757 8.764 6.129  -0.06
C: 2.511 7.375 6.509  -0.21
C: 2.646 6.434 5.325  -0.25
O: 1.602 5.512 5.201  -0.17
C: 1.891 4.271 5.765  -0.13
H: 7.767 7.828 4.839  0.08
H: 8.169 8.423 6.501  0.08
H: 8.279 9.429 4.975  0.08
H: 5.604 7.926 7.137  0.11
H: 5.037 7.811 5.403  0.11
H: 4.162 10.290 6.342  0.11
H: 4.076 9.266 7.736  0.10
H: 2.074 9.378 6.548  0.10
H: 1.586 7.136 7.033  0.13
H: 3.231 7.063 7.265  0.11
H: 3.660 6.035 5.338  0.11
H: 2.748 6.924 4.357  0.12
H: 1.066 3.561 5.821  0.08
H: 2.349 4.321 6.753  0.09
H: 2.541 3.771 5.047  0.09
C: -4.207 -0.337 5.301  -0.17
O: -3.245 -0.442 6.242  -0.19
C: -3.765 -0.256 7.572  -0.16
C: -4.106 1.266 7.951  -0.18
N: -5.508 1.485 8.330  -0.07
C: -5.884 2.919 8.411  -0.18
C: -5.165 3.592 9.636  -0.22
O: -5.639 4.871 9.909  -0.18
C: -5.428 5.829 8.949  -0.14
H: -4.622 -1.341 5.206  0.09
H: -3.714 -0.272 4.331  0.09
H: -4.849 0.541 5.368  0.09
H: -3.199 -0.675 8.404  0.11
H: -4.640 -0.906 7.555  0.10
H: -3.816 1.821 7.059  0.11
H: -3.453 1.473 8.799  0.10
H: -6.204 0.854 7.960  0.10
H: -6.961 2.996 8.560  0.12
H: -5.758 3.539 7.524  0.09
H: -4.089 3.476 9.512  0.10
H: -5.299 3.064 10.580  0.13
H: -5.807 5.563 7.962  0.08
H: -4.353 5.991 8.866  0.09
H: -5.696 6.825 9.303  0.09
C: -4.658 -3.250 -5.486  -0.15
O: -5.077 -2.459 -6.546  -0.18
C: -4.043 -2.403 -7.556  -0.19
C: -4.587 -1.942 -8.951  -0.18
N: -5.179 -2.950 -9.851  -0.08
C: -5.761 -2.395 -11.014  -0.22
C: -6.938 -1.397 -10.678  -0.21
O: -8.030 -2.079 -10.044  -0.21
C: -9.167 -1.251 -9.693  -0.09
H: -4.638 -4.305 -5.762  0.09
H: -5.348 -3.141 -4.649  0.09
H: -3.655 -3.002 -5.139  0.08
H: -3.523 -3.333 -7.788  0.12
H: -3.283 -1.707 -7.200  0.12
H: -3.632 -1.859 -9.469  0.11
H: -5.126 -0.996 -8.892  0.10
H: -5.925 -3.442 -9.380  0.11
H: -6.194 -3.168 -11.648  0.12
H: -5.025 -1.888 -11.639  0.12
H: -7.338 -1.052 -11.631  0.11
H: -6.556 -0.559 -10.095  0.10
H: -9.760 -0.899 -10.537  0.08
H: -8.765 -0.486 -9.028  0.09
H: -9.957 -1.892 -9.302  0.08
C: 9.451 1.382 -3.953  -0.07
C: 7.990 1.177 -4.340  -0.46
C: 7.116 0.260 -3.544  -0.23
O: 6.006 -0.070 -4.384  -0.18
C: 5.324 -1.183 -3.797  -0.11
N: 7.392 2.475 -4.321  0.02
H: 10.056 2.000 -4.617  0.08
H: 9.964 0.445 -4.170  0.07
H: 9.593 1.537 -2.884  0.08
H: 8.080 0.751 -5.339  0.14
H: 6.700 0.736 -2.656  0.13
H: 7.765 -0.539 -3.185  0.12
H: 5.945 -2.069 -3.666  0.08
H: 4.575 -1.537 -4.505  0.08
H: 4.786 -0.841 -2.913  0.09
H: 6.449 2.493 -4.681  0.07
H: 7.413 2.979 -3.447  0.08
C: -0.028 5.945 -3.190  -0.08
C: 0.868 4.972 -2.486  -0.45
C: 2.062 4.714 -3.429  -0.22
O: 1.644 4.238 -4.690  -0.20
C: 0.970 2.918 -4.755  -0.06
N: 1.270 5.523 -1.194  0.03
H: 0.433 6.906 -3.420  0.09
H: -0.949 6.125 -2.636  0.07
H: -0.407 5.467 -4.092  0.07
H: 0.347 4.018 -2.402  0.12
H: 2.748 4.035 -2.924  0.12
H: 2.632 5.639 -3.514  0.12
H: 0.032 2.828 -4.205  0.07
H: 1.534 2.088 -4.329  0.09
H: 0.640 2.926 -5.793  0.09
H: 0.414 5.780 -0.723  0.06
H: 1.943 6.273 -1.131  0.07


ii.
Here is a cluster of 9 separate species, C46H118N8O15 in total from the Open Molecules 2025 dataset. Energies are from ωB97M-V/def2-TZVPD.

Computed properties:
frontier orbital gap	9.107	eV
SMILES string	COC[C@H](C)N.COC[C@H](C)N.COCCNCCOC.COCCNCCOC.COCCNCCOC.COCCNCCOC.COCCNCCOC.COCCNCCOC.CCO
spin multiplicity	1
HOMO energy	-8.4	eV

Last column: Löwdin charge in e.
Element x y z (Å)
C: 5.468 -5.472 -0.155  -0.06
C: 4.199 -5.718 -0.960  -0.45
C: 3.134 -4.786 -0.605  -0.28
O: 2.821 -4.905 0.717  -0.16
C: 2.019 -3.866 1.160  -0.10
N: 4.483 -5.680 -2.399  0.05
H: 6.318 -6.018 -0.584  0.07
H: 5.364 -5.903 0.846  0.08
H: 5.772 -4.429 -0.053  0.08
H: 3.921 -6.742 -0.640  0.14
H: 2.216 -4.939 -1.198  0.12
H: 3.429 -3.751 -0.865  0.14
H: 1.526 -4.205 2.067  0.09
H: 1.267 -3.567 0.424  0.07
H: 2.632 -2.994 1.430  0.08
H: 5.224 -6.296 -2.671  0.06
H: 3.643 -5.860 -2.942  0.07
C: 0.203 -0.357 2.557  -0.04
C: -0.770 -0.831 1.465  -0.43
C: -0.123 -0.694 0.130  -0.24
O: 0.064 0.663 -0.141  -0.17
C: 0.728 0.886 -1.379  -0.09
N: -1.099 -2.240 1.697  0.08
H: 1.144 -0.902 2.416  0.06
H: -0.156 -0.644 3.546  0.07
H: 0.375 0.708 2.411  0.07
H: -1.649 -0.161 1.540  0.12
H: -0.787 -1.128 -0.645  0.12
H: 0.832 -1.240 0.106  0.12
H: 0.672 1.945 -1.618  0.05
H: 0.172 0.348 -2.177  0.09
H: 1.781 0.560 -1.445  0.08
H: -1.483 -2.342 2.636  0.03
H: -1.806 -2.530 1.004  0.04
C: 5.386 -0.241 3.420  -0.08
C: 3.950 -0.735 3.316  -0.30
O: 3.718 -1.780 4.321  -0.10
H: 5.523 0.199 4.408  0.07
H: 5.556 0.583 2.707  0.06
H: 6.098 -1.031 3.224  0.08
H: 3.711 -1.123 2.329  0.08
H: 3.263 0.098 3.516  0.11
H: 3.713 -1.342 5.179  0.07
C: -5.350 8.848 2.703  -0.14
O: -4.334 8.040 3.150  -0.21
C: -4.037 8.325 4.496  -0.24
C: -2.846 7.485 4.867  -0.22
N: -3.109 6.074 4.553  -0.04
C: -1.927 5.234 4.801  -0.21
C: -2.216 3.793 4.446  -0.24
O: -2.526 3.752 3.083  -0.21
C: -2.782 2.451 2.627  -0.10
H: -5.047 9.909 2.735  0.09
H: -6.254 8.718 3.302  0.09
H: -5.532 8.635 1.652  0.09
H: -4.900 8.045 5.115  0.13
H: -3.827 9.395 4.607  0.12
H: -2.712 7.603 5.951  0.12
H: -1.964 7.935 4.373  0.12
H: -3.345 6.061 3.559  0.09
H: -1.680 5.305 5.861  0.12
H: -1.065 5.531 4.170  0.13
H: -3.055 3.391 5.043  0.13
H: -1.354 3.151 4.715  0.13
H: -1.921 1.802 2.855  0.08
H: -2.896 2.430 1.540  0.09
H: -3.701 2.019 3.046  0.07
C: 4.620 1.453 -0.071  -0.13
O: 4.179 1.928 -1.301  -0.19
C: 4.855 1.316 -2.335  -0.28
C: 4.371 1.878 -3.626  -0.21
N: 3.026 1.372 -3.935  -0.03
C: 2.484 2.052 -5.104  -0.21
C: 1.812 3.373 -4.762  -0.20
O: 0.671 3.008 -3.975  -0.21
C: -0.051 4.127 -3.523  -0.11
H: 5.719 1.437 0.006  0.09
H: 4.278 0.426 0.137  0.09
H: 4.245 2.117 0.708  0.08
H: 4.773 0.216 -2.321  0.13
H: 5.947 1.471 -2.266  0.13
H: 5.071 1.659 -4.434  0.12
H: 4.387 2.975 -3.463  0.12
H: 2.491 1.648 -3.111  0.07
H: 1.709 1.452 -5.600  0.11
H: 3.233 2.157 -5.895  0.12
H: 1.445 3.787 -5.725  0.13
H: 2.472 4.071 -4.232  0.12
H: -0.886 3.772 -2.910  0.08
H: -0.476 4.705 -4.353  0.09
H: 0.557 4.752 -2.855  0.08
C: -5.552 0.072 3.856  -0.14
O: -4.482 -0.487 4.555  -0.18
C: -4.014 -1.702 3.967  -0.23
C: -2.916 -2.253 4.813  -0.22
N: -2.439 -3.509 4.241  -0.06
C: -1.240 -3.981 4.935  -0.22
C: -0.936 -5.369 4.520  -0.26
O: -1.943 -6.246 4.946  -0.18
C: -1.612 -7.544 4.630  -0.14
H: -5.477 -0.037 2.770  0.08
H: -5.565 1.133 4.106  0.08
H: -6.501 -0.348 4.213  0.09
H: -3.711 -1.558 2.915  0.12
H: -4.821 -2.469 3.971  0.13
H: -3.340 -2.465 5.808  0.13
H: -2.094 -1.550 4.958  0.12
H: -3.140 -4.223 4.462  0.12
H: -1.323 -3.951 6.035  0.13
H: -0.371 -3.388 4.633  0.12
H: 0.033 -5.672 4.957  0.13
H: -0.793 -5.396 3.431  0.12
H: -2.505 -8.155 4.774  0.09
H: -0.836 -7.915 5.306  0.09
H: -1.323 -7.660 3.580  0.08
C: -1.261 -6.957 -0.572  -0.11
O: -2.182 -5.913 -0.690  -0.22
C: -2.415 -5.232 0.527  -0.23
C: -3.603 -4.342 0.361  -0.21
N: -3.253 -3.132 -0.358  -0.06
C: -4.434 -2.379 -0.790  -0.19
C: -3.991 -1.179 -1.584  -0.26
O: -3.148 -1.627 -2.586  -0.20
C: -2.801 -0.598 -3.448  -0.11
H: -1.425 -7.651 -1.398  0.09
H: -1.343 -7.509 0.370  0.09
H: -0.234 -6.572 -0.699  0.09
H: -1.502 -4.715 0.852  0.11
H: -2.650 -5.972 1.317  0.12
H: -3.973 -4.101 1.362  0.12
H: -4.392 -4.896 -0.175  0.13
H: -2.750 -3.381 -1.208  0.09
H: -5.079 -2.108 0.045  0.12
H: -5.025 -3.009 -1.489  0.13
H: -3.467 -0.466 -0.923  0.13
H: -4.858 -0.632 -1.985  0.13
H: -2.426 0.292 -2.927  0.09
H: -3.660 -0.301 -4.063  0.09
H: -2.016 -0.972 -4.102  0.09
C: 3.665 6.383 -1.869  -0.14
O: 2.603 5.587 -1.516  -0.20
C: 2.753 5.092 -0.197  -0.23
C: 1.520 4.335 0.144  -0.22
N: 0.381 5.199 0.356  -0.03
C: -0.878 4.457 0.424  -0.19
C: -2.012 5.461 0.549  -0.24
O: -1.977 6.383 -0.514  -0.19
C: -3.051 7.319 -0.449  -0.10
H: 3.571 6.642 -2.918  0.09
H: 4.629 5.866 -1.717  0.09
H: 3.722 7.283 -1.236  0.09
H: 2.977 5.942 0.465  0.13
H: 3.638 4.436 -0.178  0.11
H: 1.686 3.782 1.078  0.13
H: 1.415 3.590 -0.665  0.10
H: 0.340 5.933 -0.341  0.10
H: -0.964 3.870 1.336  0.10
H: -1.025 3.832 -0.478  0.11
H: -2.065 5.942 1.537  0.11
H: -2.996 4.946 0.497  0.13
H: -4.016 6.849 -0.693  0.09
H: -2.859 8.075 -1.223  0.09
H: -3.092 7.855 0.509  0.08
C: -0.494 -3.996 -2.344  -0.12
O: 0.722 -4.068 -2.979  -0.19
C: 1.254 -2.791 -3.250  -0.23
C: 2.558 -2.983 -4.005  -0.20
N: 2.423 -3.548 -5.340  -0.04
C: 1.942 -2.595 -6.359  -0.21
C: 1.762 -3.319 -7.678  -0.26
O: 1.256 -2.521 -8.698  -0.18
C: 2.193 -1.599 -9.253  -0.10
H: -1.302 -3.625 -2.987  0.10
H: -0.448 -3.348 -1.451  0.08
H: -0.770 -4.983 -1.967  0.07
H: 1.492 -2.224 -2.330  0.12
H: 0.530 -2.199 -3.834  0.12
H: 3.137 -3.686 -3.388  0.09
H: 3.101 -2.041 -3.959  0.11
H: 1.724 -4.291 -5.288  0.11
H: 2.674 -1.804 -6.554  0.11
H: 1.000 -2.091 -6.081  0.12
H: 1.040 -4.139 -7.569  0.13
H: 2.690 -3.827 -7.980  0.13
H: 1.656 -0.893 -9.886  0.08
H: 2.977 -2.082 -9.863  0.09
H: 2.702 -1.002 -8.476  0.08


Energetically preferred structure: ii | next structure: +986.6 kJ/mol


i.
Here is a cluster of 2 separate species, C4H11NO2S in total from the Open Molecules 2025 dataset. Energies are from ωB97M-V/def2-TZVPD.

Computed properties:
frontier orbital gap	9.950	eV
spin multiplicity	1
HOMO energy	-9.3	eV

Last column: Löwdin charge in e.
Element x y z (Å)
C: 2.242 1.079 0.530  -0.07
C: 1.723 -0.911 -0.935  -0.03
C: -2.967 0.424 -0.937  -0.22
C: 1.477 -0.151 0.420  -0.56
N: 0.976 -0.574 1.488  0.07
O: -1.851 0.427 1.481  -0.30
O: -1.761 -1.642 0.025  -0.47
S: -1.503 -0.213 -0.011  0.83
H: 1.377 1.786 0.237  0.12
H: 2.938 1.192 -0.220  0.04
H: 2.618 1.421 1.539  0.11
H: 2.692 -1.328 -0.774  0.07
H: 1.904 -0.294 -1.768  0.05
H: 1.012 -1.748 -1.104  0.08
H: -3.977 -0.041 -0.706  0.09
H: -2.949 1.495 -1.107  0.05
H: -2.914 0.079 -1.911  0.01
H: -1.280 0.377 2.231  0.04
H: 0.241 -1.378 1.522  0.09


ii.
Here is a cluster of 2 separate species, C4H11NO2S in total from the Open Molecules 2025 dataset. Energies are from ωB97M-V/def2-TZVPD.

Computed properties:
frontier orbital gap	9.620	eV
SMILES string	N[C@@H](C=O)CCS.O
spin multiplicity	1
HOMO energy	-9.0	eV

Last column: Löwdin charge in e.
Element x y z (Å)
O: 0.630 -2.070 1.208  0.06
C: 0.546 -1.069 1.866  -0.22
C: -0.283 0.148 1.456  -0.37
C: -0.514 0.148 -0.051  -0.26
C: -0.624 1.551 -0.648  -0.55
S: -0.975 1.455 -2.446  0.69
N: -1.550 0.205 2.179  0.06
H: 0.964 -1.038 2.896  0.12
H: 0.283 1.060 1.646  0.13
H: 0.256 -0.406 -0.582  0.09
H: -1.385 -0.388 -0.447  0.11
H: 0.281 2.158 -0.559  0.07
H: -1.483 2.069 -0.236  0.06
H: 0.287 1.539 -2.845  -0.16
H: -2.222 -0.367 1.686  0.08
H: -1.504 -0.196 3.109  0.07
H: 2.672 -1.805 -1.417  0.04
H: 3.700 -1.650 -0.247  0.04
O: 2.824 -1.405 -0.556  -0.05


iii.
Here is a cluster of 2 separate species, C4H11NO2S in total from the Open Molecules 2025 dataset. Energies are from ωB97M-V/def2-TZVPD.

Computed properties:
frontier orbital gap	9.199	eV
SMILES string	CN[C@H](C=O)CS.O
spin multiplicity	1
HOMO energy	-8.7	eV

Last column: Löwdin charge in e.
Element x y z (Å)
C: -2.025 0.350 0.550  -0.15
N: -0.598 0.217 0.659  -0.08
C: 0.266 0.621 -0.485  -0.40
C: 0.861 -0.617 -1.177  -0.56
S: 2.372 -0.241 -2.081  0.72
C: -0.337 1.564 -1.493  -0.23
O: -1.248 1.200 -2.190  0.07
H: -2.599 -0.363 -0.066  0.08
H: -2.508 -0.074 1.436  0.08
H: -2.379 1.338 0.329  0.07
H: -0.279 -0.641 1.082  0.09
H: 1.066 1.079 0.145  0.13
H: 1.004 -1.456 -0.402  0.10
H: 0.084 -1.161 -1.712  0.09
H: 1.867 -0.497 -3.312  -0.13
H: 0.123 2.558 -1.646  0.13
H: 0.902 -0.787 3.598  0.04
H: 2.165 -1.408 3.269  0.04
O: 1.262 -1.684 3.494  -0.07


iv.
Here is a cluster of 3 separate species, C4H11NO2S in total from the Open Molecules 2025 dataset. Energies are from ωB97M-V/def2-TZVPD.

Computed properties:
frontier orbital gap	4.830	eV
spin multiplicity	1
HOMO energy	-8.8	eV

Last column: Löwdin charge in e.
Element x y z (Å)
C: -0.231 -0.598 -0.094  -0.22
N: 0.853 -0.091 0.591  0.18
C: 1.845 0.473 -0.186  -0.24
O: 2.170 -0.077 -1.533  -0.10
C: -1.654 0.105 0.167  -0.17
C: -2.497 -0.707 1.209  -0.14
S: -5.188 0.298 0.476  0.18
H: -0.384 -1.566 0.438  0.15
H: -0.182 -0.813 -1.180  0.13
H: 2.867 0.268 0.200  0.15
H: 1.709 1.532 -0.474  0.21
H: -2.348 0.436 -0.617  0.09
H: -1.444 1.056 0.674  0.10
H: -3.491 -0.269 1.372  -0.13
H: -2.712 -1.689 0.810  0.08
H: -2.013 -0.650 2.172  0.09
H: 5.175 1.168 -1.385  -0.05
H: 3.195 0.203 -1.635  0.04
O: 4.330 0.920 -1.006  -0.34


Energetically preferred structure: ii | next structure: +100.9 kJ/mol